15
Properties=species:S:1:pos:R:3:lowdin_charge:R:1 method="wB97M-V/def2-TZVPD" charge=0 e_lumo_ev="-0.9 / -0.2" relative_energy_kj_mol=771.0
C 1.1107 -1.5570 -1.6935 -0.07
N 0.2812 -0.4993 -1.1241 -0.07
C -0.2652 -0.5989 0.0549 -0.03
N -0.2696 -0.0215 2.4271 0.18
C -1.1595 0.5252 0.4617 -0.57
O -2.1936 0.1838 1.0314 0.01
C -0.8680 1.9812 0.1597 -0.03
H 0.7309 -1.8433 -2.6791 0.09
H 1.0511 -2.4093 -1.0164 0.08
H 2.1508 -1.2299 -1.7895 0.08
H 0.1454 0.3094 -1.7367 0.14
H 0.1021 -0.9751 2.2670 -0.05
H -0.9011 2.1746 -0.9214 0.07
H -1.6351 2.5906 0.6419 0.09
H 0.1185 2.2684 0.5332 0.08


15
Properties=species:S:1:pos:R:3:lowdin_charge:R:1 method="wB97M-V/def2-TZVPD" charge=0 e_lumo_ev=0.7 relative_energy_kj_mol=86.0
C -1.3070 1.4838 -0.4868 -0.12
N -0.0341 0.9903 -0.0494 0.02
C 0.0747 -0.2590 0.1250 -0.28
C -1.0268 -1.2798 0.1645 -0.02
C 1.4940 -0.7387 0.2695 -0.50
N 2.3953 0.2688 0.2840 0.16
O 1.7530 -1.9301 0.3070 0.05
H -1.3863 1.1817 -1.5432 0.10
H -2.1643 1.0639 0.0458 0.08
H -1.2950 2.5606 -0.3386 0.07
H -1.7358 -1.2054 -0.6672 0.08
H -0.6064 -2.2839 0.1836 0.08
H -1.5947 -1.1233 1.0891 0.10
H 2.0652 1.2235 0.2284 0.09
H 3.3683 0.0477 0.3883 0.11


15
Properties=species:S:1:pos:R:3:lowdin_charge:R:1 method="wB97M-V/def2-TZVPD" charge=0 e_lumo_ev=0.5 relative_energy_kj_mol=366.4
C 1.5078 -0.9771 1.2525 -0.07
N 0.6459 0.2106 1.3379 -0.06
C -0.5277 0.2915 0.3847 -0.46
N -1.5790 0.2234 1.0580 0.11
C -0.2389 0.4869 -1.0697 -0.41
O 0.9042 0.6667 -1.4480 0.07
C -1.4332 0.4465 -1.9827 -0.02
H 2.0834 -0.9644 0.3238 0.08
H 0.8662 -1.8621 1.2768 0.09
H 2.1834 -1.0020 2.1109 0.08
H 1.1991 1.0687 1.3674 0.14
H -0.4206 0.1710 1.9874 0.17
H -2.2835 0.9567 -1.5236 0.08
H -1.1773 0.8830 -2.9500 0.08
H -1.7298 -0.5993 -2.1255 0.09


15
Properties=species:S:1:pos:R:3:lowdin_charge:R:1 method="wB97M-V/def2-TZVPD" charge=0 e_lumo_ev="-0.9 / -0.9" relative_energy_kj_mol=648.5 smiles="C=NN=O.C=CC"
C 2.0237 1.1020 -1.9084 0.04
N 2.1264 0.8114 -0.6552 0.02
N 2.6109 -0.1109 -0.0003 -0.13
O 2.8100 -0.1989 1.2170 -0.05
H 2.8422 1.4667 -2.4398 0.06
H 1.0843 0.8442 -2.3987 0.08
C -2.1811 -0.1335 1.8453 -0.01
C -1.5481 0.1146 0.6510 -0.25
C -1.0356 -0.9822 -0.1832 -0.14
H -2.3645 0.7149 2.5303 0.05
H -2.3906 -1.1111 2.2594 0.05
H -1.2759 1.1094 0.2759 0.09
H -1.5510 -1.9373 0.1070 0.10
H 0.0134 -0.9369 -0.0400 0.03
H -1.1643 -0.7525 -1.2603 0.07


15
Properties=species:S:1:pos:R:3:lowdin_charge:R:1 method="wB97M-V/def2-TZVPD" charge=0 e_lumo_ev=0.6 relative_energy_kj_mol=395.9
C 1.7851 -0.2340 1.7484 -0.02
C 1.0903 0.0259 0.6425 -0.21
C -0.2836 0.1852 0.3682 -0.34
N -1.2836 0.2344 1.3206 0.12
C -0.4718 -0.1363 -0.9953 -0.39
N -0.1036 0.7654 -2.0314 0.10
O -1.6163 -0.8414 -1.3281 0.03
H 1.2957 -0.3769 2.7034 0.04
H 2.8634 -0.2948 1.7397 0.04
H 1.2890 -0.3913 -0.5197 0.16
H -1.1477 -0.3158 2.1555 0.09
H -2.2177 0.1666 0.9463 0.09
H 0.1457 0.2876 -2.8908 0.09
H 0.6635 1.3594 -1.7478 0.09
H -2.0086 -0.4342 -2.1115 0.10


15
Properties=species:S:1:pos:R:3:lowdin_charge:R:1 method="wB97M-V/def2-TZVPD" charge=0 e_lumo_ev="0.1 / 0.1" relative_energy_kj_mol=627.1
C 1.2820 -1.3800 0.4143 -0.07
C 0.2520 -0.7401 -0.5228 -0.40
N -1.1158 -0.8967 -0.0177 0.13
C -0.3781 1.5711 -1.3407 0.07
C 0.0069 0.7266 -0.3916 -0.39
N -0.4408 0.6561 0.9359 0.01
O -1.1514 1.7812 1.2289 -0.01
H 1.3435 -2.4571 0.2233 0.07
H 0.9707 -1.2389 1.4536 0.07
H 2.2816 -0.9532 0.3041 0.08
H 0.4026 -1.0358 -1.5637 0.14
H -1.1353 -1.7781 0.5150 0.07
H -0.9846 2.4408 -1.1187 0.06
H -0.1972 1.3025 -2.3741 0.06
H -1.0052 1.9259 2.1777 0.12


15
Properties=species:S:1:pos:R:3:lowdin_charge:R:1 method="wB97M-V/def2-TZVPD" charge=0 e_lumo_ev="-0.3 / -0.3" relative_energy_kj_mol=782.3
O 2.6881 -0.4745 -0.5027 0.06
C 1.5209 -0.1679 -0.3630 -0.62
N 0.5153 -1.0973 -0.4554 -0.01
C -0.4692 -1.5933 -1.1248 0.04
C -1.1499 0.3371 1.0471 -0.06
C -0.4419 1.3132 0.1408 -0.27
N 0.9880 1.0095 0.0691 0.06
H 0.2524 -1.4933 1.1557 0.20
H -0.0629 -1.7718 -2.0742 0.07
H -1.1033 -2.4456 -0.8102 0.09
H -0.7786 0.4381 2.0404 0.01
H -2.2220 0.5856 1.0129 0.05
H -0.5589 2.3398 0.5358 0.12
H -0.8868 1.3326 -0.8632 0.10
H 1.7088 1.6879 0.1916 0.14


15
Properties=species:S:1:pos:R:3:lowdin_charge:R:1 method="wB97M-V/def2-TZVPD" charge=0 e_lumo_ev=-0.7 relative_energy_kj_mol=672.8
N 1.3511 -1.2413 -1.3922 0.08
C 0.6262 -0.1345 -1.8562 -0.45
O 0.7082 0.3503 -2.9403 0.06
C -0.9779 0.0290 -0.5240 -0.07
N -0.1766 -0.2379 0.6300 -0.24
C -0.5394 0.3669 1.8844 -0.14
C 0.6148 0.8798 1.1089 -0.15
H 0.3444 -2.1580 -2.2118 0.32
H 0.9608 -1.5451 -0.4913 0.01
H -1.3981 1.0510 -0.5020 0.08
H -1.8721 -0.6607 -0.4860 0.09
H -1.3951 1.0398 1.9195 0.11
H -0.3488 -0.2612 2.7415 0.10
H 0.4832 1.8794 0.6826 0.11
H 1.6193 0.6426 1.4369 0.10


15
Properties=species:S:1:pos:R:3:lowdin_charge:R:1 method="wB97M-V/def2-TZVPD" charge=0 e_lumo_ev=0.5 relative_energy_kj_mol=608.9
H 1.9774 -1.3673 0.0182 0.05
N 1.3837 -2.0327 0.5061 0.11
C 0.2909 -1.6179 0.9955 -0.33
O -1.0838 -1.2305 0.7073 -0.06
H 0.0804 -2.2445 1.8751 0.10
H -1.7267 -1.7446 1.2137 0.09
C -1.2515 1.1737 -1.8704 -0.11
C -0.3338 0.8154 -0.8065 -0.07
C 0.5175 0.7022 0.0794 -0.24
N 1.4245 1.1086 0.9968 0.05
H -1.3598 0.3589 -2.5882 0.07
H -2.2392 1.4409 -1.4889 0.07
H -0.8528 2.0377 -2.4089 0.08
H 1.7394 2.0661 0.9389 0.10
H 1.4337 0.5341 1.8319 0.08


15
Properties=species:S:1:pos:R:3:lowdin_charge:R:1 method="wB97M-V/def2-TZVPD" charge=0 e_lumo_ev=0.8 relative_energy_kj_mol=366.0
C 0.8086 0.9098 1.3379 -0.11
N -0.3362 0.3279 0.7757 -0.07
C 0.1072 -0.4653 -0.3677 -0.37
C -1.0985 -0.9236 -1.1660 -0.25
O -1.9272 -1.8141 -0.4475 -0.06
C 1.2370 0.3264 -1.1161 -0.03
N 1.6682 1.1007 -0.1683 0.00
H 0.5330 1.7687 1.9896 0.11
H 1.3910 0.1993 1.9462 0.10
H 2.4236 1.7693 -0.1231 0.10
H -0.9396 1.0759 0.4364 0.12
H 0.6283 -1.3523 0.0296 0.15
H -0.7560 -1.4526 -2.0549 0.12
H -1.6659 -0.0372 -1.5010 0.12
H -2.0738 -1.4329 0.4291 0.08


15
Properties=species:S:1:pos:R:3:lowdin_charge:R:1 method="wB97M-V/def2-TZVPD" charge=0 e_lumo_ev=0.5 relative_energy_kj_mol=121.6
H 2.0458 0.0893 0.2111 0.06
N 1.2065 -0.1548 0.7415 0.15
C 0.1614 0.3050 0.1689 -0.41
N 0.0508 0.9653 -1.0319 -0.02
C 0.7193 0.4591 -2.2183 -0.09
C -1.1860 0.0847 0.8471 -0.37
C -1.2180 -0.7930 2.0640 -0.02
O -2.1814 0.5742 0.3509 0.08
H -0.9013 1.2730 -1.1833 0.11
H -0.0266 0.0894 -2.9315 0.08
H 1.3646 -0.3828 -1.9468 0.08
H 1.3262 1.2213 -2.7148 0.08
H -0.5218 -0.4275 2.8224 0.08
H -2.2383 -0.8332 2.4489 0.08
H -0.8805 -1.7986 1.7910 0.09


15
Properties=species:S:1:pos:R:3:lowdin_charge:R:1 method="wB97M-V/def2-TZVPD" charge=0 e_lumo_ev=0.9 relative_energy_kj_mol=370.4 smiles="CC1=NCCON1"
C 0.5679 1.5460 1.6711 -0.04
C 0.1444 0.5635 0.5745 -0.45
N 1.0895 0.1851 -0.2351 0.07
C 0.7591 -0.7816 -1.2886 -0.20
C -0.6607 -1.2736 -1.2041 -0.24
O -1.6260 -0.3872 -0.6708 -0.11
N -1.0528 -0.0703 0.6714 0.06
H 1.7421 1.6207 1.5734 0.11
H 0.0511 2.4714 1.3461 0.07
H 0.4119 1.2999 2.7832 0.09
H 1.5192 -1.5426 -1.2694 0.10
H 0.8404 -0.3274 -2.3136 0.12
H -0.8325 -2.2200 -0.5826 0.13
H -1.1459 -1.5389 -2.1948 0.14
H -1.8076 0.4551 1.1394 0.15


15
Properties=species:S:1:pos:R:3:lowdin_charge:R:1 method="wB97M-V/def2-TZVPD" charge=0 e_lumo_ev=0.7 relative_energy_kj_mol=329.8 smiles="C[C@H](N)C(O)=C=N"
C -1.2829 0.6442 1.0112 -0.05
C -0.5745 0.1971 -0.2677 -0.43
N -1.3426 -0.6861 -1.0972 0.05
C 0.7772 -0.3972 0.0277 -0.33
O 0.8130 -1.4875 0.8726 0.05
C 1.7720 0.2859 -0.4937 -0.13
N 2.8596 0.4848 -1.0385 0.14
H -1.4235 -0.2133 1.6679 0.08
H -2.2554 1.0758 0.7769 0.07
H -0.6867 1.3868 1.5364 0.08
H -0.1568 1.0752 -0.9266 0.16
H -1.2600 -1.6549 -0.8113 0.08
H -2.2805 -0.3461 -1.2714 0.07
H 1.7295 -1.7585 0.9906 0.11
H 3.3116 1.3939 -0.9769 0.06


15
Properties=species:S:1:pos:R:3:lowdin_charge:R:1 method="wB97M-V/def2-TZVPD" charge=0 e_lumo_ev=1.0 relative_energy_kj_mol=365.4 smiles="C[C@]1(O)C=CNN1"
C 1.1792 -0.4637 -0.9116 -0.01
C 0.0133 -0.4539 0.0666 -0.49
O -0.1929 -1.8488 0.5995 -0.09
C -1.3786 -0.0576 -0.3011 -0.06
C -1.7506 1.0227 0.3814 -0.14
N -0.8234 1.3646 1.3649 -0.09
N 0.3525 0.6377 1.1395 0.00
H 1.9640 -0.5131 -0.3301 0.02
H 1.0904 0.5128 -1.2834 0.07
H 1.0641 -1.2397 -1.6822 0.10
H 0.7191 -2.3690 0.6830 0.14
H -1.7006 -0.5644 -1.1860 0.10
H -2.7404 1.6339 0.2966 0.15
H -0.6729 2.4156 1.5780 0.16
H 0.6133 0.0543 1.9836 0.13


15
Properties=species:S:1:pos:R:3:lowdin_charge:R:1 method="wB97M-V/def2-TZVPD" charge=0 e_lumo_ev=0.8 relative_energy_kj_mol=303.8 smiles="O[C@@H]1CN=CNC1"
O -1.1931 -0.7659 -1.0759 -0.06
C 0.0830 -0.3061 -1.0196 -0.51
C 0.8615 -1.0446 -0.0012 -0.21
N 0.3440 -0.7851 1.3648 0.03
C -0.2512 0.2665 1.5971 -0.35
N -0.6292 1.2017 0.7303 0.01
C 0.0983 1.2080 -0.6247 -0.07
H -1.1454 -1.6560 -0.3996 0.20
H 0.7132 -0.4516 -1.9757 0.16
H 1.9072 -0.7848 -0.2098 0.11
H 0.6693 -2.1901 -0.0562 0.14
H -0.7561 0.2457 2.5358 0.11
H -1.3931 1.8272 1.1404 0.17
H -0.5218 1.7575 -1.4042 0.13
H 1.2135 1.4776 -0.6016 0.13


15
Properties=species:S:1:pos:R:3:lowdin_charge:R:1 method="wB97M-V/def2-TZVPD" charge=0 e_lumo_ev=0.9 relative_energy_kj_mol=275.5
N -1.9684 0.8758 0.7391 0.14
C -0.6316 1.2105 0.7378 -0.46
O -0.4107 2.5355 0.9652 0.05
C 0.3868 0.3507 0.5910 -0.12
N 0.1599 -1.0059 0.2121 -0.12
C 1.1699 -1.5986 -0.6409 -0.16
C -0.1567 -1.2430 -1.1959 -0.15
H -2.6023 1.5044 0.2662 0.10
H -2.1339 -0.1089 0.5816 0.09
H 0.5178 2.6777 0.7420 0.10
H 1.3688 0.6131 0.9834 0.12
H 2.0104 -0.9744 -0.9544 0.11
H 1.4168 -2.6323 -0.4141 0.10
H -0.1968 -0.3819 -1.8660 0.11
H -0.8990 -2.0175 -1.3758 0.10


no.,largest force on an atom (Eh/bohr)
1,0.02482
2,0.01224
3,0.00916
4,0.09004
5,0.06881
6,0.01670
7,0.08970
8,0.09489
9,0.12925
10,0.04466
11,0.00898
12,0.08328
13,0.04465
14,0.11092
15,0.10045
16,0.00660